Record 1
Computed, not measured: one molecule with the formula C4H12NOP at a distorted geometry, with ωB97M-V/def2-TZVPD.

## Properties
Charge ... 0
Maximum force ... 4.69 eV Å⁻¹
ΔE to the lowest compared entry with this formula, charge and spin ... 141.06 kJ/mol
Energy ... -17169.484 eV
LUMO ... 0.0320 Ha
Kohn-Sham gap ... 9.3 eV
Spin multiplicity ... 1
SMILES ... CCP(=N)(O)CC

Each line ends with the Löwdin charge.
CARTESIAN COORDINATES (ANGSTROEM)
C (2.246, 1.234, 0.181)  -0.162
C (0.732, 1.115, 0.141)  -0.322
P (0.264, -0.673, -0.063)  0.661
N (0.651, -1.902, 1.072)  -0.217
O (1.103, -1.119, -1.339)  -0.200
C (-1.457, -0.615, -0.752)  -0.331
C (-2.469, -0.018, 0.211)  -0.156
H (2.669, 1.010, -0.796)  0.067
H (2.551, 2.239, 0.468)  0.069
H (2.653, 0.522, 0.898)  0.068
H (0.311, 1.677, -0.695)  0.086
H (0.288, 1.483, 1.067)  0.083
H (0.221, -1.698, 1.965)  -0.080
H (1.541, -1.925, -1.047)  0.066
H (-1.425, -0.062, -1.693)  0.083
H (-1.706, -1.656, -0.974)  0.085
H (-3.474, -0.082, -0.206)  0.070
H (-2.452, -0.559, 1.154)  0.068
H (-2.247, 1.030, 0.408)  0.061

Record 2
Computed, not measured: a 3-piece molecular cluster, C4H13N2O overall at a distorted geometry, with ωB97M-V/def2-TZVPD.

## Properties
Charge ... +1
Maximum force ... 3.52 eV Å⁻¹
ΔE to the lowest compared entry with this formula, charge and spin ... 520.79 kJ/mol
Energy ... -9376.186 eV
LUMO ... -0.2615 Ha
Kohn-Sham gap ... 7.7 eV
Spin multiplicity ... 1

Each line ends with the Löwdin charge.
CARTESIAN COORDINATES (ANGSTROEM)
C (-0.206, -2.173, 1.552)  -0.060
C (-0.501, -2.209, 0.058)  -0.175
C (-0.843, -0.856, -0.561)  -0.289
C (0.083, -0.359, -1.582)  0.047
N (0.275, 0.880, -1.895)  0.246
N (-1.574, -0.002, 0.009)  0.194
H (-0.559, -3.028, 2.115)  0.088
H (0.849, -1.996, 1.757)  0.087
H (-0.696, -1.274, 1.932)  0.071
H (-1.355, -2.851, -0.198)  0.132
H (0.327, -2.634, -0.515)  0.109
H (0.914, -1.006, -1.873)  0.164
H (0.211, 1.124, -2.886)  0.182
H (-0.184, 1.593, -1.299)  0.097
H (4.280, 3.741, 0.985)  0.001
H (3.788, 4.294, 0.934)  0.001
H (-2.533, -0.273, 0.233)  0.137
H (-0.723, 1.563, 0.242)  -0.031
H (-1.133, 2.977, 0.710)  0.070
O (-0.420, 2.491, 0.281)  -0.070

Record 3
Computed, not measured: a 2-piece molecular cluster, C3H8N2OS overall at a distorted geometry, with ωB97M-V/def2-TZVPD.

## Properties
Charge ... 0
Maximum force ... 3.89 eV Å⁻¹
ΔE to the lowest compared entry with this formula, charge and spin ... 401.19 kJ/mol
Energy ... -19100.344 eV
LUMO ... 0.0345 Ha
Kohn-Sham gap ... 8.5 eV
Spin multiplicity ... 1
SMILES ... CS/C=N/N.C=O

Each line ends with the Löwdin charge.
CARTESIAN COORDINATES (ANGSTROEM)
C (-1.767, 1.042, -1.120)  -0.435
S (-0.763, -0.322, -1.725)  0.856
C (-0.748, -1.083, -0.213)  -0.615
N (-0.887, -0.462, 0.881)  -0.136
N (-0.835, -1.257, 1.971)  -0.061
H (-1.215, 1.684, -0.478)  0.010
H (-2.603, 0.809, -0.434)  0.050
H (-2.178, 1.756, -1.850)  0.041
H (-0.491, -2.179, -0.184)  0.091
H (-0.248, -2.174, 1.882)  0.124
H (-1.016, -0.888, 2.916)  0.087
C (3.172, 0.701, -0.325)  -0.169
O (2.357, 0.031, -0.816)  0.014
H (2.971, 1.692, 0.021)  0.065
H (4.252, 0.652, -0.525)  0.078

Record 4
Computed, not measured: a 2-piece molecular cluster, C2H8NO2 overall at a distorted geometry, with ωB97M-V/def2-TZVPD.

## Properties
Charge ... +1
Maximum force ... 2.48 eV Å⁻¹
ΔE to the lowest compared entry with this formula, charge and spin ... 82.85 kJ/mol
Energy ... -7782.100 eV
LUMO ... -0.1239 Ha
Kohn-Sham gap ... 12.5 eV
Spin multiplicity ... 1

Each line ends with the Löwdin charge.
CARTESIAN COORDINATES (ANGSTROEM)
C (-1.513, -1.315, -1.093)  -0.013
N (-0.078, -0.975, -1.392)  0.145
H (-2.066, -1.614, -1.976)  0.101
H (-1.547, -2.080, -0.324)  0.102
H (-1.978, -0.415, -0.704)  0.094
H (0.278, -0.395, -0.580)  0.087
H (-0.100, -0.311, -2.164)  0.170
H (0.486, -1.808, -1.509)  0.167
O (1.390, 0.491, 0.287)  0.089
C (0.891, 0.864, 1.293)  -0.330
O (-0.369, 1.343, 1.305)  0.093
H (1.434, 1.069, 2.225)  0.163
H (-0.853, 1.010, 2.076)  0.133